*A*
Density functional theory data (ωB97M-V with the def2-TZVPD basis set) for a molecular structure, C5H8BrN2.

Total charge = +1
Kohn-Sham gap = 10.193 eV

The geometry in XYZ format:
```
16
Properties=species:S:1:pos:R:3:nbo_charge:R:1
C 0.758 -0.761 1.604 -0.344
C -0.137 0.013 2.285 0.056
C 0.519 -0.432 0.265 0.284
C -1.056 1.065 -0.961 -0.434
C 1.778 -1.035 -1.226 -0.389
N -0.747 0.835 1.441 -0.301
N -0.374 0.551 0.164 -0.167
Br 2.646 0.392 -2.225 0.124
H 1.315 -1.609 1.817 0.265
H -0.106 0.138 3.343 0.261
H -1.322 0.302 -1.732 0.258
H -1.895 1.530 -0.542 0.225
H -0.573 1.960 -1.519 0.253
H 1.142 -1.673 -1.803 0.220
H 2.503 -1.693 -0.745 0.233
H -1.381 1.605 1.729 0.457
```

***

*B*
Density functional theory data (ωB97M-V with the def2-TZVPD basis set) for a gas-phase ion, C5H8BrN2 (charge +1).

Total charge = +1
Kohn-Sham gap (spin up / spin down) = 7.342 / 7.712 eV

The geometry in XYZ format:
```
16
Properties=species:S:1:pos:R:3:nbo_charge:R:1
C -0.514 0.350 1.588 -0.309
C -1.656 0.745 1.248 -0.062
C 0.614 -0.411 -0.321 0.504
C 0.919 0.476 0.713 -0.473
C -1.092 0.669 -1.508 -0.056
N -0.279 -0.347 -1.265 -0.526
N 1.282 -1.693 -0.203 -0.789
Br -0.453 2.481 -1.531 0.134
H -0.088 -0.176 2.525 0.280
H -2.645 1.252 1.341 0.276
H 0.992 1.550 0.656 0.300
H 1.747 0.042 1.282 0.252
H -1.853 0.391 -2.148 0.215
H -0.346 -1.201 -1.772 0.429
H 2.118 -1.879 0.405 0.433
H 1.255 -2.250 -1.011 0.391
```

***

What should be chosen as the least stable of them? Choose *B*.

***

*A*
Density functional theory data (ωB97M-V with the def2-TZVPD basis set) for H5N2OP in the gas phase.

Total charge = 0
Kohn-Sham gap = 11.425 eV
SMILES = N[PH](N)=O

The geometry in XYZ format:
```
9
Properties=species:S:1:pos:R:3:nbo_charge:R:1
N -0.528 -1.294 0.231 -1.198
P 0.579 -0.157 -0.281 2.031
N -0.218 1.239 0.174 -1.225
O 1.957 -0.292 0.180 -1.077
H -1.289 -0.774 0.727 0.402
H 0.002 -1.928 0.776 0.405
H 0.348 -0.225 -1.782 -0.150
H -1.162 1.324 -0.241 0.396
H 0.310 2.107 0.214 0.417
```

***

*B*
Density functional theory data (ωB97M-V with the def2-TZVPD basis set) for H5N2OP in the gas phase.

Total charge = 0
Kohn-Sham gap = 9.760 eV
SMILES = NOPN

The geometry in XYZ format:
```
9
Properties=species:S:1:pos:R:3:nbo_charge:R:1
N -0.167 0.836 1.812 -0.517
O 0.276 0.625 0.462 -0.699
P -0.467 -0.732 -0.241 1.042
N -0.212 -0.486 -1.872 -1.176
H 0.347 1.663 2.197 0.357
H 0.195 -0.016 2.235 0.336
H 0.800 -1.774 -0.087 -0.130
H -1.063 -0.460 -2.502 0.399
H 0.292 0.343 -2.004 0.388
```

***

What should be chosen as the least stable of them? Choose *B*.